Here is a structure of composition C13H37Ba2O9 at a distorted geometry from the OMol25 dataset. Energies are from ωB97M-V with the def2-TZVPD basis set.

Results
Highest occupied orbital energy, eV: -15.81
LUMO, eV: -12.0
HOMO-LUMO gap, eV: 3.8
Largest force on an atom, eV Å⁻¹: 3.0

Structure (ORCA input):
```
! wB97M-V def2-TZVPD RIJCOSX def2/J DEFGRID3
* xyz 3 1
Ba -2.292 1.262 3.680
Ba -4.890 -1.710 1.205
O -0.300 -1.120 0.056
C -1.141 -0.382 0.760
O -2.384 -0.717 0.839
O -0.740 0.685 1.267
H -0.830 -1.821 -0.387
C 0.642 -4.502 -1.890
C -0.272 -4.787 -0.716
O -1.202 -3.677 -0.641
H 1.520 -5.145 -1.941
H 1.036 -3.485 -1.880
H 0.067 -4.638 -2.807
H 0.293 -4.823 0.219
H -0.706 -5.782 -0.822
H -1.936 -3.892 -0.062
C 1.247 4.957 -0.624
C 1.542 3.574 -0.055
O 0.368 3.201 0.699
H 1.106 5.724 0.141
H 0.384 4.921 -1.287
H 2.056 5.397 -1.213
H 2.378 3.541 0.647
H 1.860 2.899 -0.851
H 0.186 2.264 0.554
C 2.803 1.068 2.579
C 2.270 -0.296 2.918
O 1.671 -0.243 4.245
H 2.049 1.835 2.416
H 3.379 0.978 1.655
H 3.516 1.298 3.372
H 2.989 -1.118 2.934
H 1.518 -0.601 2.175
H 1.267 -1.112 4.343
C 4.305 -0.586 -1.091
C 2.870 -0.997 -1.363
O 1.982 0.048 -0.931
H 4.954 -1.460 -1.159
H 4.354 -0.094 -0.125
H 4.650 0.052 -1.907
H 2.687 -1.869 -0.720
H 2.678 -1.231 -2.411
H 1.295 -0.339 -0.377
C -3.886 -3.478 -5.073
C -3.260 -4.098 -3.838
O -2.922 -3.019 -2.957
H -4.167 -4.264 -5.776
H -3.132 -2.869 -5.571
H -4.783 -2.894 -4.877
H -2.498 -4.843 -4.080
H -4.007 -4.729 -3.332
H -2.402 -3.351 -2.216
C -2.287 5.693 3.744
C -2.028 5.129 2.370
O -1.855 3.688 2.432
H -3.101 5.215 4.294
H -2.489 6.761 3.691
H -1.373 5.561 4.328
H -1.098 5.500 1.938
H -2.816 5.308 1.636
H -1.124 3.415 1.839
*
```

Atomic partial charges in e from the Mulliken method, atoms 1 to 4: number 1, Ba, carries 1.729; number 2, Ba, carries 1.878; number 3, O, carries -0.370; number 4, C, carries 0.325

***

Here is a cluster of 9 separate species, C13H37ClNO11S2 in total at a distorted geometry from the OMol25 dataset. Energies are from ωB97M-V with the def2-TZVPD basis set.

Results
Highest occupied orbital energy, eV: -5.92
Energy above the lowest of the compared OMol25 structures with the same formula, charge and spin, kJ/mol: 0.0
LUMO, eV: 2.0
HOMO-LUMO gap, eV: 7.9
Largest force on an atom, eV Å⁻¹: 3.5

Structure (ORCA input):
```
! wB97M-V def2-TZVPD RIJCOSX def2/J DEFGRID3
* xyz -1 1
Cl 0.422 0.241 0.970
O 1.285 0.262 2.132
O 1.332 0.535 -0.091
O -0.424 -0.910 0.593
O -0.521 1.300 1.174
C 1.709 0.018 6.136
O 0.647 -0.056 5.202
H 1.695 1.073 6.411
H 1.419 -0.596 6.989
H 2.657 -0.406 5.807
H 0.931 0.340 4.375
C -2.098 2.488 -2.853
O -2.176 3.196 -1.617
H -2.793 2.859 -3.606
H -1.218 2.723 -3.452
H -2.057 1.400 -2.809
H -1.639 2.714 -0.984
C 3.999 2.779 0.772
O 4.484 1.856 -0.152
H 3.764 3.698 0.234
H 3.101 2.282 1.137
H 4.803 2.883 1.501
H 3.798 1.191 -0.247
C -3.850 -1.277 0.545
O -3.616 0.046 1.134
H -3.619 -1.133 -0.510
H -3.141 -1.954 1.022
H -4.830 -1.710 0.742
H -2.687 0.193 1.326
C -1.216 -4.162 0.630
O -2.171 -5.099 1.193
H -1.774 -3.269 0.349
H -0.393 -3.904 1.297
H -0.694 -4.575 -0.232
H -2.176 -5.850 0.595
N 3.575 -1.719 -1.815
C 3.294 -2.251 -0.618
C 4.003 -3.360 -0.476
C 4.774 -3.583 -1.653
C 4.555 -2.463 -2.379
H 3.206 -0.893 -2.264
H 2.682 -1.697 0.079
H 4.095 -4.012 0.381
H 5.460 -4.399 -1.823
H 4.903 -2.228 -3.374
C -2.901 3.362 2.093
S -4.195 4.480 2.725
O -3.482 5.437 3.672
C -4.542 5.402 1.156
H -3.316 2.953 1.172
H -2.699 2.478 2.698
H -1.982 3.922 1.924
H -4.619 4.647 0.373
H -3.691 6.072 1.040
H -5.507 5.909 1.179
C 0.281 -2.445 -2.748
S 0.212 -0.784 -3.551
O 1.651 -0.355 -3.409
C 0.101 -1.277 -5.290
H -0.595 -3.036 -3.014
H 0.265 -2.195 -1.687
H 1.137 -3.038 -3.072
H 0.150 -0.394 -5.928
H -0.770 -1.865 -5.580
H 1.003 -1.844 -5.521
*
```

Atomic partial charges in e from the Mulliken method, atoms 1 to 4: number 1, Cl, carries 1.350; number 2, O, carries -0.641; number 3, O, carries -0.500; number 4, O, carries -0.457

***

Here is a structure of composition C13H37N9O8P2S2Ta at a distorted geometry from the OMol25 dataset. Energies are from ωB97M-V with the def2-TZVPD basis set.

Results
Highest occupied orbital energy, eV: -4.73
Energy above the lowest of the compared OMol25 structures with the same formula, charge and spin, kJ/mol: 893.5
LUMO, eV: 1.3
HOMO-LUMO gap, eV: 6.1
Largest force on an atom, eV Å⁻¹: 8.6

Structure (ORCA input):
```
! wB97M-V def2-TZVPD RIJCOSX def2/J DEFGRID3
* xyz -1 1
C -1.260 4.023 3.188
P 0.104 2.699 3.407
O 0.385 2.619 5.153
Ta -0.862 0.362 2.657
C -1.843 -1.714 2.296
C -3.099 -1.710 1.243
C -4.168 -0.482 1.437
C -5.577 -0.773 0.650
S -6.911 -1.404 1.864
C -8.206 -0.002 1.801
N -7.890 1.244 2.605
N -9.000 2.060 2.306
C -9.975 1.357 1.360
O -9.457 0.002 1.025
C 1.243 -0.493 2.205
C 2.492 0.518 2.526
C 2.756 1.670 1.376
S 4.279 1.392 0.322
O 4.125 0.282 -0.752
O 5.563 1.186 1.170
O 4.517 2.868 -0.567
P -1.018 1.069 0.175
N -1.557 2.580 -0.074
H -0.710 5.041 2.945
H -1.922 4.056 4.153
H -1.942 3.711 2.289
H 0.504 3.586 5.418
H -2.534 1.049 3.095
H -0.690 -0.141 4.464
H -1.023 -2.428 1.859
H -2.222 -2.134 3.327
H -2.769 -1.796 0.099
H -3.711 -2.714 1.448
H -3.738 0.530 0.991
H -4.404 -0.232 2.581
H -5.918 0.270 0.184
H -5.469 -1.508 -0.254
H -10.966 1.799 0.921
H 1.347 -0.929 1.099
H 1.381 -1.439 2.914
H 3.475 -0.156 2.537
H 2.428 0.983 3.622
H 1.832 1.880 0.687
H 2.943 2.684 1.979
H 3.583 3.283 -0.556
H 0.279 0.861 -0.454
H -1.943 0.165 -0.476
H -2.455 2.449 -0.624
C 3.118 -3.442 -0.860
O 2.135 -3.060 -1.477
N 3.294 -4.724 -0.495
N 4.112 -2.614 -0.491
H 4.096 -5.057 0.013
H 2.568 -5.381 -0.753
H 4.018 -1.639 -0.747
H 4.928 -2.909 0.017
C 1.308 -4.034 -5.133
O 0.303 -4.647 -4.807
N 2.041 -3.322 -4.258
N 1.772 -4.016 -6.395
H 2.871 -2.812 -4.507
H 1.726 -3.310 -3.296
H 1.249 -4.539 -7.086
H 2.597 -3.518 -6.682
C 4.873 2.717 -4.817
O 5.201 2.992 -5.961
N 3.889 3.364 -4.167
N 5.466 1.742 -4.105
H 3.604 3.152 -3.226
H 3.416 4.105 -4.668
H 6.212 1.230 -4.558
H 5.210 1.501 -3.163
*
```

Atomic partial charges in e from the Mulliken method, atoms 1 to 4: number 1, C, carries -0.860; number 2, P, carries 0.209; number 3, O, carries -0.575; number 4, Ta, carries 0.432

***

Here is a structure of composition C13H38BF4O8Sn at a distorted geometry from the OMol25 dataset. Energies are from ωB97M-V with the def2-TZVPD basis set.

Results
Highest occupied orbital energy, eV: -11.51
Energy above the lowest of the compared OMol25 structures with the same formula, charge and spin, kJ/mol: 221.3
LUMO, eV: -8.7
HOMO-LUMO gap, eV: 2.8
Largest force on an atom, eV Å⁻¹: 3.7

Structure (ORCA input):
```
! wB97M-V def2-TZVPD RIJCOSX def2/J DEFGRID3
* xyz 1 1
Sn -22.743 21.674 24.593
B -21.821 19.045 22.351
F -20.774 18.160 22.045
F -21.549 20.298 21.917
F -22.970 18.479 21.750
F -22.064 19.027 23.734
O -23.910 16.297 23.014
H -23.398 16.811 22.390
H -23.305 15.623 23.324
C -25.872 18.097 25.369
C -26.899 17.083 24.789
O -26.166 15.842 24.392
O -24.934 18.570 24.389
H -25.332 17.527 26.125
H -26.272 18.971 25.881
H -27.429 17.521 23.944
H -27.604 16.652 25.499
H -25.428 16.047 23.813
H -24.505 17.897 23.855
C -24.530 21.967 21.086
C -25.342 20.695 20.779
O -26.729 20.808 21.127
O -24.765 22.369 22.394
H -24.840 22.855 20.536
H -23.458 21.873 20.913
H -24.833 19.975 21.421
H -25.252 20.337 19.753
H -26.715 20.626 22.070
H -25.687 22.620 22.296
C -21.061 15.734 19.054
C -20.216 15.061 20.080
C -20.856 15.241 21.498
O -20.033 13.690 19.710
H -20.616 15.798 18.061
H -21.167 16.794 19.281
H -22.099 15.445 18.889
H -19.206 15.469 20.106
H -21.611 14.494 21.746
H -21.358 16.199 21.630
H -20.026 15.223 22.203
H -19.542 13.272 20.421
C -19.179 19.212 18.998
C -20.446 20.099 18.950
C -20.277 21.588 19.258
O -20.902 19.965 17.608
H -18.310 19.486 18.399
H -19.339 18.140 18.888
H -18.735 19.457 19.962
H -21.116 19.616 19.661
H -19.696 21.746 20.166
H -21.243 22.080 19.370
H -19.792 22.077 18.414
H -20.306 20.500 17.079
C -18.064 18.176 24.825
C -18.538 16.764 24.307
C -18.058 15.689 25.127
O -19.964 16.765 24.340
H -18.565 18.407 25.765
H -18.425 18.923 24.118
H -16.982 18.215 24.698
H -18.033 16.552 23.365
H -18.435 15.969 26.111
H -16.970 15.740 25.170
H -18.587 14.833 24.708
H -20.385 17.316 23.676
*
```

Atomic partial charges in e from the Mulliken method, atoms 1 to 4: number 1, Sn, carries 1.714; number 2, B, carries 0.958; number 3, F, carries -0.387; number 4, F, carries -0.229